Density functional theory data (ωB97M-V/def2-TZVPD) for C38H68F3O18Pb as an isolated structure in a non-equilibrium geometry.

## Properties
E_tot   -90754.4390 eV
Spin multiplicity   1
Charge   +1

Each line ends with the Mulliken charge.
Positions of all 128 atoms, in Å:
Pb1 -4.27 0.36 -0.86  1.45
F1 -1.41 -1.11 -4.45  -0.38
F2 0.31 -1.87 -3.73  -0.38
F3 -0.22 0.16 -3.04  0.36
O1 2.09 -3.20 1.48  -0.25
O2 3.11 2.93 -1.87  -0.64
O3 -1.09 -0.91 -0.88  0.66
O4 1.49 2.68 -0.38  0.05
O5 -2.85 -0.53 4.61  -0.58
O6 2.32 2.86 3.85  -0.36
O7 -2.13 -5.79 -3.88  -0.46
O8 -3.71 2.20 -2.39  -0.30
O9 -3.56 -0.76 1.49  -0.52
O10 -2.72 3.82 0.99  -0.48
O11 -2.41 1.80 0.00  0.23
O12 2.86 2.67 -5.65  -0.48
O13 4.03 -2.41 2.00  -0.19
O14 -4.53 -2.55 2.32  -0.43
O15 -2.90 -1.34 -2.09  -1.11
O16 3.12 -3.99 3.36  -0.58
O17 3.26 1.46 -0.14  0.19
O18 -0.68 -0.57 4.06  -0.04
C1 0.57 -0.05 4.45  0.29
C2 -4.20 3.57 -2.35  -0.60
C3 3.86 1.25 4.56  -0.06
C4 2.73 3.25 5.19  -0.56
C5 -3.51 -1.95 1.74  -0.08
C6 -1.74 -0.17 4.83  0.44
C7 3.04 -3.26 2.41  0.76
C8 2.07 1.93 -4.72  0.72
C9 -3.50 -5.79 -4.38  -0.48
C10 -3.47 -5.26 -5.83  -0.41
C11 -0.70 -1.07 -3.29  0.18
C12 5.10 -2.43 2.90  -0.84
C13 -2.29 -4.34 -5.74  -0.43
C14 -2.73 -4.14 2.36  -0.64
C15 0.28 -0.98 -0.53  -0.73
C16 3.91 1.85 -6.14  -0.54
C17 3.57 0.40 -5.72  -0.73
C18 -4.24 -3.94 2.58  -0.59
C19 0.89 -4.02 1.64  -0.52
C20 3.83 2.30 5.66  -0.82
C21 2.65 2.36 -0.90  0.37
C22 -1.16 0.71 5.95  -0.44
C23 -2.32 -2.83 1.61  2.45
C24 -2.47 4.47 2.26  -0.58
C25 -3.00 4.19 -2.95  -0.14
C26 -2.27 2.56 0.93  -0.86
C27 -1.55 -1.56 -2.03  0.22
C28 -3.09 1.93 -3.66  0.32
C29 -1.48 2.28 2.22  2.18
C30 3.27 1.96 3.33  0.19
C31 2.87 0.67 -4.41  0.17
C32 0.78 3.84 -0.80  -0.51
C33 -1.80 3.44 3.16  -0.65
C34 0.27 0.25 5.94  -0.65
C35 -2.59 3.27 -4.13  -0.67
C36 4.66 1.21 -0.18  -0.83
C37 0.39 -0.49 0.95  1.99
C38 -1.44 -4.72 -4.50  0.49
H1 -3.15 5.20 -3.33  0.51
H2 4.88 0.74 0.78  0.11
H3 2.77 0.05 -6.38  0.29
H4 -1.32 1.73 5.57  0.08
H5 -4.46 3.96 -1.37  0.32
H6 -2.27 -4.29 3.33  0.26
H7 5.22 2.15 -0.20  0.39
H8 5.50 -3.42 3.16  0.35
H9 0.28 -3.71 0.80  -0.02
H10 -0.53 -0.02 1.28  -0.60
H11 -2.15 4.25 -2.28  -0.24
H12 4.77 2.10 -5.50  0.24
H13 0.96 -0.31 -1.06  -0.26
H14 -2.18 -2.98 0.54  -0.55
H15 1.07 1.69 -5.12  0.07
H16 -0.40 -4.95 -4.74  0.29
H17 -5.12 3.58 -2.95  0.38
H18 1.27 4.74 -0.44  0.40
H19 -4.04 -5.20 -3.63  0.21
H20 4.84 0.93 4.19  0.51
H21 0.72 4.04 -1.88  0.29
H22 3.55 1.72 6.55  0.29
H23 4.87 0.51 -0.98  0.32
H24 4.79 2.79 5.74  0.30
H25 4.47 -0.20 -5.81  0.38
H26 5.94 -1.88 2.48  0.32
H27 4.08 2.60 2.94  0.40
H28 0.74 -1.28 1.62  -0.29
H29 3.05 4.29 5.18  0.39
H30 -4.72 -4.69 1.95  0.25
H31 1.58 -0.41 4.29  -0.07
H32 -0.28 3.81 -0.55  -0.17
H33 1.88 3.26 5.88  0.27
H34 4.31 2.12 -7.12  0.35
H35 -1.53 3.36 -4.35  0.23
H36 -3.92 -6.79 -4.26  0.31
H37 3.45 0.26 4.77  0.01
H38 0.95 0.91 6.48  0.29
H39 0.47 -3.86 2.63  0.25
H40 4.89 -2.08 3.91  0.26
H41 -4.36 -4.76 -6.22  0.33
H42 -2.45 3.15 3.98  0.41
H43 -4.52 -4.26 3.59  0.38
H44 1.23 0.21 0.96  -0.97
H45 -0.42 2.12 2.02  -0.16
H46 -3.14 3.53 -5.03  0.34
H47 -2.35 1.13 -3.63  -0.51
H48 1.12 -5.09 1.61  0.57
H49 -1.28 -3.87 -3.84  -0.61
H50 -1.64 -4.29 -6.62  0.40
H51 -3.82 1.66 -4.44  0.40
H52 -1.43 -2.41 2.08  -0.86
H53 -1.89 5.38 2.12  0.33
H54 2.98 1.37 2.46  -0.47
H55 -3.23 -6.16 -6.40  0.23
H56 -2.54 -4.99 1.70  0.36
H57 2.31 -0.22 -4.12  -0.01
H58 -2.66 -3.32 -5.64  0.09
H59 3.63 0.94 -3.66  0.01
H60 0.70 -1.98 -0.55  0.37
H61 -0.89 3.88 3.56  0.08
H62 0.30 -0.72 6.45  0.37
H63 -1.82 0.55 6.79  0.37
H64 1.89 2.43 -3.77  -0.47
H65 -1.45 -2.64 -1.86  0.42
H66 0.53 0.87 3.85  -0.14
H67 -1.90 1.40 2.71  -0.87
H68 -3.47 4.74 2.60  0.31

Density functional theory data (ωB97M-V/def2-TZVPD) for one molecule with the formula C5H11NO.

## Properties
SMILES string   CCN(C)C(C)=O
Spin multiplicity   1
Energy relative to the best compared isomer or geometry (same formula, charge and spin)   0.932 eV

Each line ends with the Mulliken charge.
Positions of all 18 atoms, in Å:
O1 -1.47 0.79 -0.92  -0.68
N1 0.30 0.00 0.28  0.03
C1 1.31 0.48 -0.73  -0.43
C2 0.77 -0.68 1.49  -1.03
C3 -1.04 0.23 0.09  0.93
C4 -2.07 -0.18 1.12  -1.38
C5 0.84 0.34 -2.19  -0.95
H1 1.32 -0.48 -2.74  0.29
H2 0.94 1.27 -2.76  0.28
H3 -2.17 -1.27 1.23  0.33
H4 -0.24 0.19 -2.12  0.31
H5 -1.90 0.26 2.10  0.37
H6 2.23 -0.08 -0.55  0.37
H7 1.14 -1.69 1.27  0.31
H8 1.57 -0.12 1.99  0.34
H9 1.53 1.54 -0.51  0.24
H10 -0.04 -0.79 2.22  0.35
H11 -3.01 0.21 0.72  0.33

Density functional theory data (ωB97M-V/def2-TZVPD) for a 2-piece molecular cluster, C2H10N2O2 overall in a non-equilibrium geometry.

## Properties
SMILES string   CNC.NOO
Spin multiplicity   1
Energy relative to the best compared isomer or geometry (same formula, charge and spin)   5.105 eV

Each line ends with the Mulliken charge.
Positions of all 16 atoms, in Å:
O1 2.82 -0.80 1.05  -0.30
O2 1.80 0.12 1.40  -0.18
N1 -0.88 -0.09 0.04  -0.22
N2 1.58 1.08 0.22  -0.35
C1 -0.47 -1.19 -0.81  -0.93
C2 -2.09 0.57 -0.38  -0.92
H1 -0.86 -0.33 1.03  0.26
H2 0.58 1.29 0.32  0.21
H3 3.65 -0.32 1.17  0.31
H4 -1.26 -1.95 -0.94  0.33
H5 -1.93 1.01 -1.36  0.29
H6 -2.95 -0.12 -0.44  0.31
H7 2.15 1.86 0.53  0.30
H8 -0.20 -0.79 -1.79  0.31
H9 0.39 -1.70 -0.37  0.27
H10 -2.33 1.36 0.33  0.31

Density functional theory data (ωB97M-V/def2-TZVPD) for C14H12KN12Se as an isolated structure.

## Properties
E_tot   -114266.6496 eV
Spin multiplicity   1
Charge   -1

Each line ends with the Mulliken charge.
Positions of all 40 atoms, in Å:
Se1 0.46 0.64 -1.20  0.71
K1 -1.58 0.82 1.78  0.80
N1 -2.20 0.63 4.46  -0.39
N2 1.11 1.22 1.81  0.34
N3 2.01 1.79 0.97  -0.31
N4 -1.29 0.68 -0.95  -0.42
N5 1.27 0.61 4.15  -0.15
N6 -0.67 -0.76 3.80  -0.21
N7 3.12 2.01 1.60  -0.66
N8 3.01 1.62 2.88  -0.55
N9 -1.99 -0.57 3.97  -0.43
N10 -0.24 -2.72 1.40  -0.61
N11 -1.03 1.25 4.62  -0.32
N12 0.38 1.23 -2.84  -0.81
C1 1.95 -1.81 0.91  -0.32
C2 0.68 -2.87 -0.83  -0.39
C3 1.72 -2.63 -1.73  -0.44
C4 0.78 -2.46 0.50  0.55
C5 2.96 -1.55 0.01  -0.38
C6 -1.83 1.15 -2.08  0.59
C7 1.78 1.14 2.96  0.17
C8 -1.38 1.97 -4.37  -0.63
C9 -0.91 1.46 -3.13  0.72
C10 2.86 -1.96 -1.32  -0.62
C11 -3.23 1.36 -2.29  -0.72
C12 -0.12 0.37 4.21  0.33
C13 -2.72 2.15 -4.53  -0.47
C14 -3.65 1.84 -3.49  -0.52
H1 1.62 1.12 4.95  0.31
H2 -0.22 -3.38 -1.16  0.30
H3 1.62 -2.95 -2.76  0.34
H4 -0.67 2.20 -5.15  0.42
H5 2.04 -1.49 1.94  0.37
H6 3.84 -1.00 0.34  0.35
H7 -1.14 -2.84 0.98  0.25
H8 3.65 -1.74 -2.02  0.37
H9 -0.26 -2.15 2.25  0.30
H10 -4.70 1.99 -3.66  0.36
H11 -3.10 2.53 -5.47  0.37
H12 -3.93 1.12 -1.50  0.39

Density functional theory data (ωB97M-V/def2-TZVPD) for a 2-piece molecular cluster, C5H9NO3 overall in a non-equilibrium geometry.

## Properties
Spin multiplicity   1
Energy relative to the best compared isomer or geometry (same formula, charge and spin)   2.811 eV

Each line ends with the Mulliken charge.
Positions of all 18 atoms, in Å:
O1 1.44 -2.13 -1.86  -0.64
O2 1.03 -1.85 0.34  -0.67
O3 2.87 -1.04 -0.58  -0.47
N1 -0.11 2.88 -0.02  -0.37
C1 -0.24 1.57 -0.16  0.13
C2 -0.69 -0.67 0.77  0.18
C3 1.73 -1.77 -0.72  0.73
C4 -0.28 0.67 0.91  -0.40
C5 -1.75 -1.08 -0.20  -1.11
H1 -1.72 -0.53 -1.14  0.30
H2 -0.81 -1.17 1.74  0.25
H3 2.92 -0.71 0.33  0.33
H4 -0.38 1.23 -1.18  0.30
H5 0.13 0.99 1.87  0.29
H6 0.14 3.28 0.88  0.23
H7 -2.74 -0.97 0.28  0.35
H8 0.10 3.45 -0.83  0.25
H9 -1.64 -2.16 -0.42  0.33

Density functional theory data (ωB97M-V/def2-TZVPD) for one molecule with the formula C13H18N2O5 in a non-equilibrium geometry.

## Properties
SMILES string   C[C@@H](O)[C@H](N)C(=O)N[C@@H](Cc1ccc(O)cc1)C(=O)O
Spin multiplicity   1
Energy relative to the best compared isomer or geometry (same formula, charge and spin)   0.000 eV

Each line ends with the Mulliken charge.
Positions of all 38 atoms, in Å:
O1 3.28 0.32 -0.52  -0.83
O2 0.33 3.18 1.16  -0.58
O3 2.31 2.18 1.14  -0.55
O4 -0.16 -2.09 -0.13  -0.54
O5 -4.44 -1.57 0.77  -0.56
N1 3.49 -2.34 -0.28  -0.59
N2 1.02 0.32 -0.71  0.21
C1 -3.19 -0.71 -1.11  -0.68
C2 1.14 -2.37 0.41  -0.04
C3 2.21 -0.29 -0.61  0.67
C4 0.83 1.77 -0.75  -0.26
C5 -1.66 1.14 -0.74  -0.32
C6 -2.03 1.14 0.62  0.10
C7 1.11 2.44 0.61  0.64
C8 -3.54 -0.70 0.24  0.95
C9 -0.59 2.08 -1.27  -1.13
C10 1.33 -1.83 1.81  -1.38
C11 2.18 -1.83 -0.60  0.05
C12 -2.26 0.22 -1.59  -0.33
C13 -2.95 0.22 1.11  -0.95
H1 4.13 -1.58 -0.24  0.28
H2 -3.23 0.22 2.14  0.47
H3 1.29 -3.44 0.42  0.35
H4 -0.58 2.01 -2.38  0.34
H5 -1.56 1.87 1.29  0.49
H6 0.24 -0.27 -0.63  0.14
H7 -4.79 -2.12 0.07  0.28
H8 3.80 -3.01 -0.96  0.25
H9 1.11 -0.73 1.86  0.20
H10 -3.64 -1.42 -1.81  0.29
H11 2.35 -2.04 2.16  0.37
H12 1.84 -2.14 -1.60  0.40
H13 -0.81 3.14 -0.98  0.39
H14 2.86 1.63 0.55  0.41
H15 0.62 -2.29 2.51  0.48
H16 1.56 2.19 -1.47  0.32
H17 -1.99 0.22 -2.62  0.37
H18 -0.82 -2.10 0.61  0.29